(1)
A structure of composition C4H7O2Tb. Source: the OMol25 dataset; level of theory: ωB97M-V/def2-TZVPD.

Output
HOMO (alpha / beta) = -9.06 / -10.85 eV
DFT total energy = -1131.0911 hartree
spin multiplicity = 8
HOMO-LUMO gap (alpha / beta) = 4.56 / 6.70 eV
max |F| = 2.062 eV/Å
net charge = +1
LUMO energy (alpha / beta) = -4.50 / -4.15 eV

Atoms and positions in Å:
O: -2.47 0.27 0.80
C: -1.87 0.47 -0.41
C: -0.75 -0.57 -0.67
C: 0.25 -0.58 0.50
C: 1.53 0.03 0.16
O: 2.46 0.17 0.96
Tb: 4.67 1.35 1.25
H: -0.14 0.02 1.35
H: -1.39 1.48 -0.50
H: -2.57 0.37 -1.28
H: -0.29 -0.40 -1.66
H: -1.22 -1.56 -0.72
H: 0.19 -1.59 1.03
H: 1.60 0.54 -0.82

=====

(2)
A structure of composition C18H28N3O2ReS7. Source: the OMol25 dataset; level of theory: ωB97M-V/def2-TZVPD.

Output
HOMO (alpha / beta) = -16.84 / -16.84 eV
DFT total energy = -3882.0436 hartree
spin multiplicity = 2
HOMO-LUMO gap (alpha / beta) = 5.19 / 5.21 eV
max |F| = 0.787 eV/Å
net charge = +3
LUMO energy (alpha / beta) = -11.65 / -11.63 eV

Atoms and positions in Å:
Re: 0.13 1.18 -0.84
C: -1.50 0.53 1.94
C: -2.36 -0.04 0.80
S: -2.21 0.91 -0.77
C: -2.53 -0.24 -2.19
C: -1.45 -0.35 -3.31
S: 0.08 0.70 -3.15
C: 1.64 -0.31 -3.38
C: 2.66 -0.43 -2.21
S: 2.45 0.74 -0.80
C: 2.62 -0.21 0.78
C: 1.63 0.16 1.92
S: 0.18 1.23 1.49
H: -1.35 -0.25 2.68
H: -1.98 1.38 2.41
H: -3.41 -0.01 1.11
H: -2.09 -1.07 0.57
H: -3.46 0.11 -2.62
H: -2.70 -1.22 -1.75
H: -1.88 -0.03 -4.26
H: -1.12 -1.38 -3.40
H: 2.11 0.18 -4.23
H: 1.33 -1.31 -3.69
H: 3.65 -0.24 -2.61
H: 2.64 -1.43 -1.78
H: 3.64 -0.02 1.12
H: 2.53 -1.26 0.51
H: 2.14 0.69 2.72
H: 1.20 -0.76 2.31
C: 1.35 6.15 1.38
N: 1.17 5.06 0.40
C: 0.07 4.47 -0.01
S: 0.27 3.34 -1.40
N: -1.16 4.68 0.39
C: -1.69 5.71 1.31
H: 2.40 6.41 1.37
H: 1.09 5.80 2.38
H: 0.76 7.02 1.10
H: 2.02 4.75 -0.06
H: -1.87 4.13 -0.08
H: -1.22 5.64 2.29
H: -2.75 5.52 1.42
H: -1.56 6.70 0.89
O: 0.28 -3.44 3.58
S: -0.71 -3.51 2.57
O: -2.10 -3.58 2.87
N: -0.51 -2.11 1.60
C: -0.16 -2.44 0.43
S: 0.08 -1.30 -0.92
C: 0.01 -3.88 0.12
C: 0.37 -4.53 -1.05
C: 0.45 -5.91 -1.04
C: 0.17 -6.64 0.12
C: -0.19 -5.99 1.30
C: -0.27 -4.62 1.27
H: 0.59 -3.98 -1.96
H: 0.73 -6.44 -1.94
H: 0.24 -7.72 0.10
H: -0.41 -6.55 2.20

=====

(3)
A structure of composition C27H38N6NiO. Source: the OMol25 dataset; level of theory: ωB97M-V/def2-TZVPD.

Output
HOMO (alpha / beta) = -6.34 / -6.86 eV
DFT total energy = -2963.5905 hartree
spin multiplicity = 3
HOMO-LUMO gap (alpha / beta) = 6.89 / 7.22 eV
max |F| = 3.046 eV/Å
net charge = 0
LUMO energy (alpha / beta) = 0.55 / 0.36 eV

Atoms and positions in Å:
Ni: 0.38 -1.19 0.39
C: 2.13 -0.34 -3.10
C: 2.93 -0.99 -1.95
C: 3.04 -0.13 -0.67
N: 1.99 -0.27 0.35
C: 2.31 0.27 1.52
C: 3.28 1.25 1.65
C: 3.93 1.66 2.81
C: 3.67 1.36 4.17
C: 2.88 0.34 4.73
C: 1.95 -0.40 4.01
C: 1.52 -0.28 2.65
N: 0.37 -0.73 2.17
C: -0.76 -0.94 3.06
C: -1.42 -2.32 3.09
C: -1.11 -3.22 1.88
N: -0.85 -2.57 0.59
C: -1.18 -3.18 -0.54
C: -2.02 -4.31 -0.63
C: -2.10 -5.26 -1.65
C: -1.41 -5.35 -2.85
C: -0.68 -4.35 -3.45
C: -0.52 -3.02 -3.05
C: -0.67 -2.47 -1.74
N: -0.21 -1.28 -1.39
C: -0.38 -0.18 -2.39
C: 0.92 0.55 -2.81
H: 1.81 -1.17 -3.78
H: 2.82 0.24 -3.78
H: 3.95 -1.17 -2.28
H: 2.51 -1.98 -1.71
H: 3.04 0.92 -0.99
H: 4.01 -0.34 -0.22
H: 3.63 1.70 0.73
H: 4.78 2.34 2.67
H: 4.23 1.98 4.85
H: 2.96 0.22 5.81
H: 1.43 -1.20 4.55
H: -1.51 -0.23 2.75
H: -0.44 -0.71 4.11
H: -2.50 -2.18 3.21
H: -1.16 -2.89 3.99
H: -1.98 -3.91 1.80
H: -0.20 -3.81 2.09
H: -2.65 -4.48 0.24
H: -2.75 -6.11 -1.47
H: -1.43 -6.30 -3.39
H: -0.33 -4.56 -4.45
H: -0.12 -2.29 -3.77
H: -1.09 0.60 -1.98
H: -0.77 -0.66 -3.31
H: 1.15 1.36 -2.11
H: 0.61 1.08 -3.72
C: -2.77 1.10 0.11
N: -2.49 2.42 -0.44
C: -3.47 3.07 -1.30
C: -1.28 3.03 -0.17
O: -0.28 2.38 0.27
N: -1.15 4.43 -0.39
C: -2.11 5.44 0.05
C: 0.26 4.86 -0.37
H: -3.44 0.56 -0.59
H: -3.24 1.22 1.09
H: -1.82 0.58 0.24
H: -3.91 2.35 -1.98
H: -2.98 3.84 -1.92
H: -4.27 3.54 -0.68
H: -2.62 5.11 0.98
H: -2.81 5.65 -0.76
H: -1.54 6.36 0.31
H: 0.82 4.30 -1.13
H: 0.73 4.69 0.63
H: 0.36 5.93 -0.65

=====

(4)
A structure of composition C36H88N2NiO10. Source: the OMol25 dataset; level of theory: ωB97M-V/def2-TZVPD.

Output
HOMO (alpha / beta) = -5.91 / -5.78 eV
DFT total energy = -3794.4210 hartree
spin multiplicity = 3
HOMO-LUMO gap (alpha / beta) = 6.24 / 6.11 eV
max |F| = 2.750 eV/Å
net charge = 0
LUMO energy (alpha / beta) = 0.33 / 0.33 eV

Atoms and positions in Å:
Ni: 0.07 0.08 -0.13
C: -2.57 2.45 2.84
C: -3.43 2.33 1.54
C: -4.06 3.77 1.29
C: -4.69 3.94 -0.07
C: -3.74 3.56 -1.17
C: -3.12 2.12 -0.96
N: -2.59 1.91 0.41
O: -1.92 0.63 0.57
C: -1.96 1.99 -1.97
C: -4.23 1.05 -1.35
C: -4.62 1.32 1.79
H: -1.83 3.24 2.93
H: -2.21 1.47 3.17
H: -3.20 2.77 3.67
H: -3.25 4.49 1.39
H: -4.85 3.98 2.01
H: -5.02 4.96 -0.28
H: -5.61 3.36 -0.13
H: -2.97 4.32 -1.26
H: -4.34 3.56 -2.08
H: -1.85 0.94 -2.23
H: -1.02 2.34 -1.55
H: -2.14 2.58 -2.87
H: -5.19 1.21 -0.87
H: -4.01 0.02 -1.06
H: -4.42 0.99 -2.43
H: -5.12 1.60 2.72
H: -4.29 0.28 1.89
H: -5.48 1.38 1.12
C: -0.58 -2.84 3.43
C: 0.66 -1.93 3.52
C: 1.52 -2.42 4.72
C: 2.36 -3.59 4.49
C: 3.36 -3.30 3.33
C: 2.59 -2.93 2.00
N: 1.53 -1.84 2.27
O: 0.87 -1.35 1.10
C: 1.90 -4.20 1.38
C: 3.73 -2.47 0.98
C: 0.11 -0.49 3.93
H: -0.36 -3.74 2.86
H: -1.31 -2.33 2.80
H: -0.97 -3.16 4.39
H: 0.86 -2.72 5.53
H: 2.14 -1.60 5.08
H: 1.80 -4.49 4.24
H: 2.94 -3.80 5.39
H: 3.93 -4.23 3.25
H: 4.06 -2.50 3.57
H: 1.18 -4.82 1.92
H: 2.68 -4.94 1.22
H: 1.54 -3.98 0.37
H: 4.71 -2.96 1.01
H: 3.94 -1.43 1.26
H: 3.36 -2.40 -0.04
H: -0.28 -0.41 4.95
H: -0.75 -0.26 3.30
H: 0.87 0.28 3.96
C: -0.97 -6.13 0.28
C: -0.75 -6.48 -1.20
C: 0.44 -5.70 -1.81
O: -0.43 -7.84 -1.34
H: -1.06 -5.05 0.31
H: -0.04 -6.36 0.79
H: -1.88 -6.56 0.70
H: -1.69 -6.24 -1.70
H: 0.64 -6.00 -2.84
H: 1.33 -5.99 -1.24
H: 0.27 -4.64 -1.66
H: -0.33 -7.95 -2.29
C: 0.71 6.13 1.53
C: -0.73 5.64 1.22
C: -1.37 6.52 0.09
O: -0.54 4.31 0.75
H: 0.66 7.18 1.81
H: 1.31 6.14 0.62
H: 1.28 5.60 2.29
H: -1.31 5.77 2.13
H: -1.01 7.55 0.15
H: -2.46 6.53 0.17
H: -1.15 6.16 -0.92
H: -1.40 3.91 0.62
C: 1.97 -0.33 -3.63
C: 2.34 -0.46 -2.15
C: 3.82 -0.21 -1.88
O: 1.50 0.51 -1.62
H: 2.34 0.58 -4.12
H: 0.90 -0.40 -3.79
H: 2.34 -1.15 -4.24
H: 2.08 -1.43 -1.74
H: 4.41 -0.63 -2.69
H: 4.10 -0.64 -0.92
H: 4.05 0.85 -1.74
H: 1.76 1.29 -2.11
C: 3.00 4.77 -1.74
C: 1.74 3.97 -2.02
C: 0.62 4.65 -2.80
O: 2.14 2.89 -2.78
H: 3.27 5.44 -2.56
H: 3.85 4.12 -1.54
H: 2.84 5.51 -0.97
H: 1.28 3.60 -1.11
H: -0.21 3.96 -2.95
H: 0.83 4.95 -3.83
H: 0.29 5.53 -2.25
H: 2.35 3.20 -3.67
C: -2.25 -4.20 -4.23
C: -0.97 -3.48 -4.39
C: -0.37 -3.44 -5.78
O: -1.15 -2.13 -4.05
H: -2.76 -3.94 -3.31
H: -2.12 -5.27 -4.10
H: -2.89 -4.12 -5.11
H: -0.23 -3.92 -3.72
H: -0.23 -4.41 -6.25
H: 0.65 -3.05 -5.83
H: -0.98 -2.84 -6.46
H: -1.83 -1.75 -4.61
C: -1.68 -2.18 -0.86
O: -0.71 -1.29 -1.48
H: -1.75 -2.12 0.22
H: -2.67 -1.86 -1.16
H: -1.44 -3.19 -1.18
H: -0.70 -1.54 -2.40
C: 2.23 1.82 1.30
O: 0.88 1.76 0.84
H: 2.73 0.87 1.11
H: 2.81 2.52 0.69
H: 2.29 2.04 2.37
H: 0.41 2.57 1.06
C: 4.08 0.36 4.04
O: 4.69 1.62 3.74
H: 3.01 0.30 3.87
H: 4.59 -0.42 3.47
H: 4.18 0.16 5.10
H: 4.38 2.32 4.31